1.
Here is 8 unconnected molecules or ions with the total composition C10H24Cl10N3O6 at a distorted geometry from OMol25. Energies are from the ωB97M-V functional and the def2-TZVPD basis.

The geometry in XYZ format:
```
53
C10H24Cl10N3O6 (the ωB97M-V functional and the def2-TZVPD basis)
Cl 4.3046 -1.5557 5.0938
Cl -2.5537 -1.1436 1.6919
Cl -2.1780 -0.8347 -1.6674
Cl 1.0702 -2.6357 -0.8666
Cl -2.7120 -3.5104 -3.8221
Cl 0.9264 -1.6335 2.4604
Cl 2.1574 2.9745 -0.9731
Cl -5.6187 -1.3709 1.0188
Cl 3.5152 -0.5367 0.1287
Cl 1.5981 2.1021 2.2632
O 1.8060 0.6804 -4.7955
O -1.9235 3.1138 -2.2716
O -1.2641 4.6352 -0.8995
O 1.1221 0.2070 -2.8389
O -0.2349 1.0835 -4.2888
O -1.5102 2.5860 -0.2337
N 0.8598 0.5690 -3.9742
N 0.2188 0.2834 -0.1686
N -1.5885 3.4439 -1.1205
C 2.8366 -2.9025 -0.8673
C -3.7225 -0.0105 2.3713
C -3.7103 -1.5966 -2.0283
C 1.9674 4.1741 0.3004
C -3.7994 -2.1287 -3.4707
C 2.4278 3.6066 1.6694
C 3.5683 -1.6437 -1.3053
C 2.1847 -2.2654 3.5854
C -4.8590 0.1708 1.3658
C 3.4862 -1.4503 3.5425
H 0.6113 0.1165 -1.1058
H 1.7653 -2.1564 4.5840
H 2.6248 5.0018 0.0334
H -4.4639 -0.8576 -1.7659
H -3.6575 -1.3322 -4.2001
H -4.8436 -2.4138 -3.6051
H -0.1537 1.2287 -0.0396
H 2.3651 -3.3288 3.4369
H 1.0746 0.1826 0.3700
H 2.2661 4.4240 2.3755
H 0.9522 4.5704 0.2973
H -3.7731 -2.4883 -1.4048
H 3.0383 -1.2082 -2.1536
H 3.2127 -0.3975 3.5021
H -3.1775 0.8874 2.6546
H 3.2011 -3.2899 0.0836
H 4.6152 -1.7487 -1.5823
H -5.6628 0.7436 1.8258
H -4.5192 0.5814 0.4167
H 3.0589 -3.7251 -1.5488
H -0.5273 -0.3920 -0.0491
H 3.4910 3.4347 1.8289
H -4.1673 -0.4703 3.2537
H 4.2947 -1.7739 2.8932
```

maximum force = 5.0 eV/A
electronic energy = -5612.888160 hartree
energy above the lowest of the compared OMol25 structures with the same formula, charge and spin = 0.174 eV
Kohn-Sham gap = 6.9 eV
E_HOMO = -4.85 eV
net charge = -1


2.
Here is a molecular structure, C23H40AsBeBrCl4F7MgN4O7P2S at a distorted geometry from OMol25. Energies are from the ωB97M-V functional and the def2-TZVPD basis.

The geometry in XYZ format:
```
92
C23H40AsBeBrCl4F7MgN4O7P2S (the ωB97M-V functional and the def2-TZVPD basis)
Br 1.5355 1.1249 6.7558
As -0.0149 2.7844 0.9119
Cl 1.3002 -2.8692 0.6359
Cl -0.4243 -2.8299 2.9556
Cl -0.7461 -0.9011 0.8179
Cl -1.4557 -3.6715 0.3954
S -2.7233 -3.7916 -2.7514
P -5.6743 -0.9130 -1.0824
P -3.3701 -2.0790 -3.2917
Mg 2.8652 -0.0215 4.6972
F -1.1954 2.2693 -0.2090
F 1.1995 2.0587 -0.0028
F -0.1732 1.4629 1.9411
F 3.5522 -2.5443 -1.6988
F 0.2513 4.4033 0.0084
F -1.1718 3.6821 1.7879
F 1.2640 3.6852 1.9313
O 4.8248 -0.8966 2.8145
O -0.4068 -1.7301 -3.9893
O -4.2032 3.6884 3.6882
O 0.9741 -3.4339 -3.6741
O -5.1240 -2.3502 -0.7258
O -6.1054 -0.2305 0.1587
O -6.8455 -0.9894 -2.1499
N 4.1538 -0.0924 -5.2170
N 4.1830 2.8400 6.1366
N -3.3528 0.8733 -3.7163
N -6.3516 4.1350 3.2230
C 5.8600 1.2411 5.5156
C 1.6035 -1.5051 -2.4672
C 5.3412 -3.2808 -6.8184
C -7.6732 3.8810 2.6811
C 3.4762 -2.6208 -5.2099
C -0.3228 -2.5939 1.2004
C -4.2902 0.0570 -1.7695
C -2.9078 -0.7011 -2.0830
C 3.8549 -1.2078 -5.2174
C -2.2670 0.5253 -2.7690
C 4.6829 -3.5294 -5.4655
C 3.8428 -1.6972 3.1682
C 4.1353 -2.2560 4.5773
C -5.2561 3.3326 3.1817
C 6.6661 1.6557 6.5704
C -5.3981 1.9977 2.4871
C 4.9608 3.2301 7.1363
C 6.2094 2.6679 7.3963
C 0.7408 -2.2979 -3.4093
C -0.8014 0.5701 -3.1674
C -4.4804 0.6436 -3.1388
C 4.6402 1.8722 5.3662
C -0.3685 -0.3456 -4.3061
Be 1.0017 5.0601 1.2382
H 5.0394 -2.8457 4.6837
H 3.9800 1.5715 4.5293
H 4.3522 -4.5666 -5.4092
H -5.6660 2.1336 1.4394
H 6.1711 0.4570 4.8337
H 3.0413 -2.8493 -4.2408
H 2.7117 -2.7747 -5.9748
H 5.7386 -2.2668 -6.8887
H 4.5648 4.0239 7.7583
H 4.6313 -3.4271 -7.6356
H -4.7599 -1.9950 -3.5472
H -3.2532 1.2480 -4.6541
H 5.4175 -3.3842 -4.6731
H -6.1566 1.3882 2.9776
H -5.4434 0.8246 -3.6022
H -0.9893 -0.1326 -5.1809
H -4.4477 1.4747 2.5379
H 4.2114 -1.3436 5.1204
H -2.7399 -1.6874 -4.4840
H -7.7153 2.9110 2.1974
H 2.7687 -1.1898 3.2695
H -5.2839 -2.4754 0.2256
H 7.6308 1.1962 6.7363
H 0.6458 -0.0565 -4.5901
H -6.1916 5.0089 3.6992
H 2.3807 -2.1859 -2.0231
H 0.9842 -1.1583 -1.6373
H -0.2198 0.4452 -2.2587
H -0.6010 1.5925 -3.5095
H 2.0622 -0.6613 -2.9857
H 6.8041 3.0219 8.2265
H 3.6217 -2.5693 2.5257
H -7.9289 4.6524 1.9525
H -4.0608 0.7770 -0.9768
H -7.6819 -0.8091 -1.6889
H 6.1735 -3.9678 -6.9697
H 3.3053 -2.8814 4.9320
H -2.3300 -1.0733 -1.2429
H -2.3696 1.3040 -2.0015
H -8.4130 3.9087 3.4821
```

maximum force = 4.3 eV/A
electronic energy = -10291.110676 hartree
Kohn-Sham gap = 1.7 eV
E_HOMO = -9.28 eV
net charge = +1


3.
Here is a gas-phase ion, C3H7N4 (charge +1) at a distorted geometry from OMol25. Energies are from the ωB97M-V functional and the def2-TZVPD basis.

The geometry in XYZ format:
```
14
C3H7N4 (the ωB97M-V functional and the def2-TZVPD basis)
N -0.9420 1.0943 -0.0402
N -2.1550 -0.8749 0.0208
N 2.4837 -0.2555 -0.1758
N 0.2914 -0.8548 0.0108
C 0.2084 1.8556 -0.1254
C -0.9452 -0.2350 0.0609
C 1.2657 0.0866 0.0972
H 0.4517 2.6542 0.6156
H -2.8886 -0.4055 -0.4675
H 3.2495 0.3155 0.1001
H 2.7334 -1.2670 -0.3186
H -1.8021 1.5699 0.2636
H -2.1996 -1.8492 -0.3004
H 0.2487 -1.8344 0.2589
```

maximum force = 4.6 eV/A
electronic energy = -337.173206 hartree
energy above the lowest of the compared OMol25 structures with the same formula, charge and spin = 3.566 eV
Kohn-Sham gap = 8.1 eV
E_HOMO = -11.49 eV
net charge = +1


4.
Here is a single C4H7N3 molecule at a distorted geometry from OMol25. Energies are from the ωB97M-V functional and the def2-TZVPD basis.

The geometry in XYZ format:
```
14
C4H7N3 (the ωB97M-V functional and the def2-TZVPD basis)
N -1.6512 0.2377 -0.0423
N 2.1874 -0.8173 -1.7378
N -0.3033 -0.7817 -1.7109
C 0.8311 0.0579 0.0115
C -0.4464 -0.1172 -0.6412
C 2.0598 -0.0462 -0.7143
C -1.7358 0.4240 1.3992
H -2.7712 0.6711 1.6558
H -2.4103 -0.3141 -0.4192
H 3.0615 -0.6349 -2.2438
H 2.8819 0.5815 -0.3410
H 0.8516 -0.0544 1.0985
H -1.4466 -0.4701 1.9729
H -1.1087 1.2638 1.7127
```

maximum force = 1.0 eV/A
electronic energy = -320.732890 hartree
energy above the lowest of the compared OMol25 structures with the same formula, charge and spin = 4.093 eV
Kohn-Sham gap (spin up / spin down) = 7.8 / 8.6 eV
E_HOMO (spin up / spin down) = -8.87 / -8.52 eV


5.
Here is 2 unconnected molecules or ions with the total composition C6H16NOSi at a distorted geometry from OMol25. Energies are from the ωB97M-V functional and the def2-TZVPD basis.

The geometry in XYZ format:
```
25
C6H16NOSi (the ωB97M-V functional and the def2-TZVPD basis)
Si 0.8388 -0.2980 -3.4279
O 1.2569 0.1716 1.1134
N -0.4303 -1.3299 0.4251
C 0.0498 -2.8266 0.6085
C -0.9943 0.6616 1.9354
C 0.1968 2.2237 0.3747
C 0.0408 -0.4322 1.5821
C 1.1677 1.0858 0.0144
C -1.2390 1.6185 0.7895
H 1.0411 -2.8377 0.2753
H -1.8481 2.4570 1.0140
H 2.2470 1.4639 0.0726
H -1.3370 -1.0649 0.1580
H 0.3156 -0.9876 2.4614
H -0.6618 1.0099 2.8904
H 0.1464 2.7764 -0.5411
H 1.9444 -0.1262 -4.2492
H -1.6536 0.9723 0.0384
H 0.9182 0.6548 -1.0058
H -0.6560 -3.3413 -0.0881
H 0.7701 -1.3785 -2.3148
H -1.9353 0.3116 2.2938
H -0.1680 -3.2570 1.6199
H 0.6061 2.9352 1.1032
H -0.2465 0.5463 -3.5099
```

maximum force = 6.1 eV/A
electronic energy = -657.212467 hartree
energy above the lowest of the compared OMol25 structures with the same formula, charge and spin = 0.000 eV
Kohn-Sham gap (spin up / spin down) = 7.3 / 6.2 eV
E_HOMO (spin up / spin down) = -10.25 / -14.20 eV
spin multiplicity = 3
net charge = +1


6.
Here is 2 unconnected molecules or ions with the total composition C3H3ClO2 at a distorted geometry from OMol25. Energies are from the ωB97M-V functional and the def2-TZVPD basis.

The geometry in XYZ format:
```
9
C3H3ClO2 (the ωB97M-V functional and the def2-TZVPD basis)
Cl -0.1502 -1.2350 0.9462
O -0.3697 -2.0313 -2.2616
O -0.0233 -4.2079 -1.7048
C -1.8795 -0.0571 -0.5019
C -1.6979 -1.2894 0.2456
C -0.2038 -3.0981 -1.8906
H -1.4811 -0.3720 -1.5360
H -1.3740 0.9208 -0.2083
H -3.0117 0.0931 -0.6993
```

maximum force = 2.8 eV/A
electronic energy = -726.694163 hartree
energy above the lowest of the compared OMol25 structures with the same formula, charge and spin = 2.334 eV
Kohn-Sham gap = 8.7 eV
E_HOMO = -9.15 eV